Record 1
{
  "formula": "C3H8BNO",
  "method": "ωB97M-V with the def2-TZVPD basis set",
  "symbols": ["B", "C", "C", "C", "N", "O", "H", "H", "H", "H", "H", "H", "H", "H"],
  "xyz": [[-0.9999, -0.0357, -0.1440], [0.0026, -1.2377, 0.0388], [1.3203, -0.5132, -0.1568], [1.0407, 0.9578, 0.1813], [-0.3571, 1.1537, -0.2299], [-3.0318, 0.1831, 0.1332], [0.0333, -1.7216, 1.0995], [-0.1901, -2.1184, -0.6405], [2.1302, -0.7255, 0.6306], [1.6377, -0.8495, -1.2460], [1.1676, 1.0921, 1.2436], [1.7566, 1.6062, -0.2843], [-0.9373, 2.0003, 0.0586], [-3.5729, 0.2084, -0.6838]],
  "forces_ev_per_a": [[-4.1, -0.7, 0.6], [-1.1, -2.4, 1.6], [2.0, -0.8, -0.6], [-0.1, -0.2, -1.1], [-1.3, 2.5, 1.1], [3.6, -0.4, -0.8], [-0.7, 1.0, -1.6], [0.4, 1.0, 0.6], [-1.0, -0.7, -1.6], [0.0, 1.6, 2.1], [-0.2, 0.0, 0.5], [0.1, 0.6, -0.5], [1.4, -1.3, -0.8], [0.9, -0.1, 0.4]],
  "homo_ev": -9.497,
  "total_charge": 0,
  "multiplicity": 1
}


Record 2
{
  "formula": "C6H12O",
  "method": "ωB97M-V with the def2-TZVPD basis set",
  "symbols": ["C", "C", "C", "C", "C", "C", "H", "H", "H", "H", "H", "H", "H", "H", "H", "H", "O", "H", "H"],
  "xyz": [[-1.5665, -0.9585, 0.9052], [-0.9081, -0.4721, -0.1339], [-0.7484, -0.3544, -1.5890], [0.2974, 0.2051, -0.6251], [1.6309, -0.4819, -0.4091], [2.2069, -0.1342, 0.9634], [-1.2054, -0.7991, 1.9200], [-2.4775, -1.5409, 0.7868], [-0.5070, -1.2484, -2.1620], [-1.3651, 0.3766, -2.1084], [0.3123, 1.2942, -0.5609], [1.4820, -1.5673, -0.4848], [2.3364, -0.2006, -1.2015], [3.1297, -0.6866, 1.1687], [1.4860, -0.3752, 1.7541], [2.4313, 0.9371, 1.0320], [-2.3616, 2.1724, -0.0633], [-2.4490, 1.2655, 0.2648], [-1.7244, 2.5682, 0.5430]],
  "forces_ev_per_a": [[0.1, 0.0, -0.1], [0.0, -0.1, 0.2], [-0.1, -0.1, -0.1], [0.1, 0.1, 0.1], [0.0, 0.0, 0.0], [0.0, 0.0, 0.1], [-0.1, 0.0, -0.2], [0.1, 0.1, 0.0], [0.0, 0.1, 0.1], [0.1, -0.1, 0.1], [0.0, -0.2, 0.0], [0.0, 0.2, 0.0], [-0.1, 0.0, 0.1], [-0.1, 0.1, 0.0], [0.1, 0.0, -0.1], [0.0, -0.2, 0.0], [0.0, 0.0, 0.2], [0.0, 0.1, -0.1], [-0.1, 0.0, -0.1]],
  "homo_ev": -9.921,
  "total_charge": 0,
  "multiplicity": 1,
  "smiles": "C=C1C[C@@H]1CC.O"
}


Record 3
{
  "formula": "C30H40BrGeN3OSW",
  "method": "ωB97M-V with the def2-TZVPD basis set",
  "symbols": ["W", "N", "C", "C", "C", "C", "C", "C", "S", "N", "C", "C", "C", "C", "C", "C", "N", "H", "H", "H", "H", "H", "H", "H", "H", "H", "C", "C", "C", "C", "C", "C", "C", "Br", "C", "O", "C", "C", "C", "C", "C", "C", "H", "H", "H", "H", "H", "H", "H", "H", "H", "H", "H", "H", "H", "H", "H", "H", "H", "H", "H", "H", "C", "Ge", "C", "C", "C", "H", "H", "H", "H", "H", "H", "H", "H", "H", "H", "H"],
  "xyz": [[0.6953, 1.0982, 0.1043], [-0.8304, 5.0752, 0.6198], [0.0108, 5.8136, 1.5063], [0.0718, 7.1907, 1.4073], [0.9274, 7.8876, 2.2497], [1.7307, 7.2046, 3.1498], [1.6860, 5.8172, 3.2199], [0.8036, 5.1239, 2.4088], [0.6018, 3.3793, 2.5638], [0.1853, 2.9958, 0.9206], [-0.6081, 3.8204, 0.2665], [-1.2607, 3.2522, -0.9381], [-2.2418, 3.8598, -1.6893], [-2.8128, 3.1474, -2.7401], [-2.3746, 1.8626, -3.0016], [-1.3608, 1.3302, -2.2212], [-0.8200, 2.0126, -1.2094], [-1.4535, 5.6251, 0.0478], [-0.5396, 7.7192, 0.6854], [0.9697, 8.9661, 2.1930], [2.3995, 7.7500, 3.8007], [2.3169, 5.2814, 3.9172], [-2.5888, 4.8604, -1.4721], [-3.5927, 3.5969, -3.3395], [-2.7971, 1.2737, -3.8030], [-0.9656, 0.3398, -2.4058], [-4.0486, -4.4227, 2.6878], [-2.8610, -4.9259, 1.8681], [-2.0324, -5.8814, 2.7393], [-3.3951, -5.6761, 0.6394], [-1.9649, -3.7804, 1.4015], [-2.2317, -2.4495, 1.7170], [-1.3680, -1.4875, 1.2509], [-1.6732, 0.3531, 1.6597], [-0.2429, -1.7846, 0.4917], [0.5275, -0.7063, 0.0978], [0.0684, -3.1010, 0.1634], [-0.8341, -4.0548, 0.6373], [1.2688, -3.5874, -0.6617], [2.0501, -4.6201, 0.1673], [2.2591, -2.4936, -1.0726], [0.7364, -4.2476, -1.9425], [-4.6601, -5.2716, 2.9923], [-4.6876, -3.7516, 2.1097], [-3.7291, -3.9107, 3.5979], [-2.6614, -6.7026, 3.0844], [-1.6338, -5.3679, 3.6159], [-1.1963, -6.3150, 2.1893], [-4.0352, -6.4983, 0.9608], [-2.5905, -6.1012, 0.0380], [-3.9861, -5.0155, 0.0024], [-3.0885, -2.1696, 2.3112], [-0.6347, -5.0885, 0.3922], [2.4241, -4.1786, 1.0927], [2.9044, -4.9769, -0.4092], [1.4467, -5.4884, 0.4269], [2.6853, -1.9793, -0.2091], [1.8099, -1.7580, -1.7423], [3.0816, -2.9654, -1.6114], [0.0777, -5.0878, -1.7241], [1.5699, -4.6237, -2.5373], [0.1790, -3.5321, -2.5515], [2.2399, 3.5517, -2.0316], [2.2462, 1.5871, -2.0022], [4.0533, 0.8823, -1.8308], [1.4657, 0.9040, -3.6670], [2.3999, 1.3836, 0.8561], [2.9110, 3.8831, -2.8254], [2.5955, 3.9761, -1.0923], [1.2474, 3.9485, -2.2532], [4.6006, 1.0634, -2.7566], [4.0345, -0.1923, -1.6512], [4.5908, 1.3638, -1.0143], [2.2507, 0.9531, -4.4236], [0.6298, 1.5052, -4.0228], [1.1558, -0.1386, -3.5884], [3.0366, 2.2507, 1.0027], [2.8566, 0.4432, 1.1866]],
  "forces_ev_per_a": [[0.0, 0.0, 0.0], [0.0, 0.0, 0.0], [0.0, 0.0, 0.0], [0.0, 0.0, 0.0], [0.0, 0.0, 0.0], [0.0, 0.0, 0.0], [0.0, 0.0, 0.0], [0.0, 0.0, 0.0], [0.0, 0.0, 0.0], [0.0, 0.0, 0.0], [0.0, 0.0, 0.0], [0.0, 0.0, 0.0], [0.0, 0.0, 0.0], [0.0, 0.0, 0.0], [0.0, 0.0, 0.0], [0.0, 0.0, 0.0], [0.0, 0.0, 0.0], [0.0, 0.0, 0.0], [0.0, 0.0, 0.0], [0.0, 0.0, 0.0], [0.0, 0.0, 0.0], [0.0, 0.0, 0.0], [0.0, 0.0, 0.0], [0.0, 0.0, 0.0], [0.0, 0.0, 0.0], [0.0, 0.0, 0.0], [0.0, 0.0, 0.0], [0.0, 0.0, 0.0], [0.0, 0.0, 0.0], [0.0, 0.0, 0.0], [0.0, 0.0, 0.0], [0.0, 0.0, 0.0], [0.0, 0.0, 0.0], [0.0, 0.0, 0.0], [0.0, 0.0, 0.0], [0.0, 0.0, 0.0], [0.0, 0.0, 0.0], [0.0, 0.0, 0.0], [0.0, 0.0, 0.0], [0.0, 0.0, 0.0], [0.0, 0.0, 0.0], [0.0, 0.0, 0.0], [0.0, 0.0, 0.0], [0.0, 0.0, 0.0], [0.0, 0.0, 0.0], [0.0, 0.0, 0.0], [0.0, 0.0, 0.0], [0.0, 0.0, 0.0], [0.0, 0.0, 0.0], [0.0, 0.0, 0.0], [0.0, 0.0, 0.0], [0.0, 0.0, 0.0], [0.0, 0.0, 0.0], [0.0, 0.0, 0.0], [0.0, 0.0, 0.0], [0.0, 0.0, 0.0], [0.0, 0.0, 0.0], [0.0, 0.0, 0.0], [0.0, 0.0, 0.0], [0.0, 0.0, 0.0], [0.0, 0.0, 0.0], [0.0, 0.0, 0.0], [0.0, 0.0, 0.0], [0.0, 0.0, 0.0], [0.0, 0.0, 0.0], [0.0, 0.0, 0.0], [0.0, 0.0, 0.0], [0.0, 0.0, 0.0], [0.0, 0.0, 0.0], [0.0, 0.0, 0.0], [0.0, 0.0, 0.0], [0.0, 0.0, 0.0], [0.0, 0.0, 0.0], [0.0, 0.0, 0.0], [0.0, 0.0, 0.0], [0.0, 0.0, 0.0], [0.0, 0.0, 0.0], [0.0, 0.0, 0.0]],
  "homo_ev": -13.831,
  "total_charge": 2,
  "multiplicity": 1
}


Record 4
{
  "formula": "C5H8FNO3P",
  "method": "ωB97M-V with the def2-TZVPD basis set",
  "symbols": ["C", "C", "C", "C", "C", "N", "O", "O", "O", "F", "P", "H", "H", "H", "H", "H", "H", "H", "H"],
  "xyz": [[2.1439, 0.0097, -0.1234], [-2.7544, -0.4240, 0.7502], [-2.6705, -0.2073, -0.8115], [0.7198, 1.6748, 0.4260], [3.2803, -0.8329, -0.2859], [2.0020, 1.1259, 0.3420], [0.7310, -0.7884, -0.3304], [-1.3758, -0.4815, 1.0753], [-1.4773, 0.5030, -1.0629], [4.4530, -0.0581, -0.0903], [-0.4247, 0.1967, 0.0577], [-3.2802, 0.3540, 1.3656], [-3.1907, -1.4365, 1.1074], [-2.4565, -1.2520, -1.2488], [-3.5527, 0.1064, -1.2188], [0.6325, 1.9982, 1.3996], [0.3744, 2.4856, -0.3809], [3.4298, -1.2781, -1.2797], [3.4161, -1.6956, 0.3089]],
  "forces_ev_per_a": [[-3.2, -0.7, 1.0], [-1.7, -0.9, 0.1], [1.2, -5.0, 1.8], [-2.5, -0.1, -2.9], [4.0, -0.4, -1.9], [1.2, 0.8, -1.2], [1.1, 0.9, -0.1], [1.3, 0.0, 1.5], [0.5, 1.5, -0.3], [-1.3, -0.3, 0.0], [1.6, 0.3, -0.3], [0.7, -0.4, -0.8], [0.6, 1.7, -1.1], [-0.7, 1.4, 0.6], [-1.8, 1.8, -1.3], [-0.9, 1.2, 2.1], [1.3, -1.5, 1.8], [-0.7, 0.5, -0.2], [-0.7, -0.7, 1.4]],
  "homo_ev": -15.349,
  "total_charge": 1,
  "multiplicity": 1
}


Record 5
{
  "formula": "C2H9N3",
  "method": "ωB97M-V with the def2-TZVPD basis set",
  "symbols": ["H", "N", "C", "N", "H", "H", "H", "C", "N", "H", "H", "H", "H", "H"],
  "xyz": [[1.6943, -0.1680, -3.5917], [1.3263, -0.0046, -2.5996], [0.5065, 0.9142, -2.4876], [0.2195, 1.6622, -1.3693], [-0.1595, 0.9972, -3.3021], [-0.6043, 2.2271, -1.3996], [0.6752, 1.6926, -0.4370], [-0.7296, -0.5272, 2.3108], [-0.3082, -1.9456, 2.0890], [0.0836, 0.3124, 1.9313], [-1.0357, -0.5481, 3.4350], [-1.7324, -0.2751, 1.8259], [0.5755, -2.1183, 2.4170], [-0.5112, -2.2190, 1.1778]],
  "forces_ev_per_a": [[-1.6, -0.1, 1.8], [4.2, -1.4, -0.7], [-1.2, 0.5, 0.8], [0.0, 0.1, 0.8], [-1.1, 1.6, -1.0], [-0.2, 0.1, -0.2], [-0.1, -0.7, -1.6], [-0.1, 0.4, 0.8], [-3.2, 2.5, 0.6], [-2.0, -2.0, 1.4], [1.1, 1.0, -1.8], [1.5, -0.6, 0.2], [2.4, -0.5, 0.5], [0.3, -0.7, -1.7]],
  "homo_ev": -8.977,
  "total_charge": 0,
  "multiplicity": 1,
  "smiles": "[H]/N=C/N.CN"
}


Record 6
{
  "formula": "C20H40NP3S2Tl",
  "method": "ωB97M-V with the def2-TZVPD basis set",
  "symbols": ["Tl", "P", "P", "P", "H", "C", "C", "H", "C", "C", "C", "C", "C", "C", "C", "C", "C", "H", "H", "H", "H", "H", "H", "H", "H", "H", "H", "H", "H", "H", "H", "H", "H", "H", "H", "H", "H", "H", "H", "H", "H", "H", "H", "H", "H", "H", "C", "C", "C", "C", "C", "C", "S", "H", "H", "H", "H", "H", "H", "S", "C", "C", "N", "C", "H", "H", "H"],
  "xyz": [[0.1196, -2.1589, -2.3581], [-0.5644, 1.9596, 1.2046], [-2.5435, -1.1145, -0.6751], [2.7852, 1.0343, -0.5051], [1.2343, -2.9022, -6.9392], [1.8041, -2.4074, -6.1580], [2.5233, -3.4612, -5.2876], [2.0201, -4.4283, -5.1654], [-1.1433, 3.3767, 0.2723], [-1.9278, 1.2103, 2.0800], [0.7029, 2.3752, 2.3799], [-3.0202, -2.5127, -1.7921], [-3.7377, -1.4604, 0.6762], [-3.3873, 0.2607, -1.5638], [4.0648, 0.4121, -1.6813], [3.8649, 1.1389, 0.9881], [2.7986, 2.8219, -0.9809], [2.4830, -1.6762, -6.6164], [3.5325, -3.6221, -5.6811], [-1.5193, 4.1609, 0.9418], [-1.9325, 3.0703, -0.4211], [-0.3292, 3.7629, -0.3456], [-2.2210, 1.8157, 2.9533], [-1.6734, 0.2046, 2.4241], [-2.8007, 1.0958, 1.4331], [0.2963, 2.9551, 3.2153], [1.5161, 2.9340, 1.9212], [1.1659, 1.4755, 2.7869], [-4.0592, -2.8127, -1.6006], [-2.3658, -3.3748, -1.5968], [-2.9162, -2.2380, -2.8501], [-4.7109, -1.0213, 0.4180], [-3.3862, -1.0281, 1.6201], [-3.8342, -2.5455, 0.8139], [-4.4707, 0.0741, -1.5947], [-2.9920, 0.3422, -2.5891], [-3.1970, 1.2123, -1.0458], [4.9357, 1.0808, -1.6969], [3.6399, 0.3331, -2.6901], [4.3815, -0.5892, -1.3603], [4.7826, 1.6927, 0.7450], [4.1238, 0.1175, 1.3010], [3.3429, 1.6411, 1.8136], [3.8289, 3.2075, -0.9730], [2.1792, 3.4106, -0.2891], [2.3690, 2.9163, -1.9899], [0.9826, -1.7587, -5.0601], [0.8450, -0.2879, -5.0374], [-0.3218, 0.2767, -5.4925], [-1.4210, -0.5487, -5.8108], [-1.4494, -1.8922, -5.4276], [-0.3087, -2.4886, -4.9259], [2.4291, -2.3385, -3.8796], [0.0263, 1.0665, 0.2920], [1.6799, 0.3072, -4.6893], [-0.4177, 1.3546, -5.5988], [-2.3100, -0.1028, -6.2519], [-2.3528, -2.4934, -5.5603], [-0.2434, -3.5579, -4.6579], [-1.0734, -2.7655, 2.7714], [0.2419, -1.7149, 3.1949], [1.0318, -1.4623, 2.0830], [0.5688, -2.0182, 0.9103], [-0.4923, -2.7765, 1.1225], [0.4272, -1.3724, 4.2040], [1.9542, -0.8834, 2.1022], [-0.9621, -3.4232, 0.3783]],
  "forces_ev_per_a": [[-0.6, 0.5, 2.3], [0.0, 0.0, 0.0], [-0.2, 0.1, -0.6], [0.5, 0.3, -0.1], [-0.3, 0.4, -0.2], [1.0, -1.7, -1.5], [0.9, 0.0, -1.6], [0.0, 0.4, 0.1], [0.0, 0.1, -0.2], [-0.5, -0.3, 0.2], [0.4, 0.2, 0.4], [-0.1, -0.1, 0.0], [0.1, 0.1, 0.4], [-0.1, 0.0, 0.0], [-0.2, -0.1, 0.0], [-0.2, -0.2, 0.0], [-0.1, -0.2, -0.1], [-0.1, -0.4, 0.3], [-0.1, -0.1, 0.5], [0.1, -0.2, -0.2], [0.0, 0.0, 0.2], [0.0, 0.1, 0.2], [0.2, -0.1, -0.3], [0.3, 0.1, 0.0], [0.1, 0.2, 0.0], [0.0, 0.0, -0.2], [-0.1, 0.2, -0.1], [-0.3, -0.2, 0.0], [0.3, 0.0, -0.2], [-0.3, 0.0, 0.0], [-0.1, 0.0, 0.2], [0.2, -0.3, 0.1], [-0.3, -0.2, -0.2], [0.0, 0.3, 0.0], [0.3, 0.2, -0.1], [-0.1, 0.0, 0.3], [-0.2, -0.2, -0.2], [-0.2, -0.2, -0.1], [0.2, 0.1, 0.1], [0.0, 0.2, -0.1], [-0.2, -0.2, 0.2], [0.0, 0.3, 0.0], [0.3, -0.2, -0.2], [-0.4, 0.0, 0.0], [0.2, -0.1, -0.2], [0.2, 0.1, 0.3], [0.1, 1.2, 2.7], [-0.8, -0.2, -0.7], [0.4, 0.2, 0.3], [0.0, 0.3, 0.3], [-0.1, -1.1, 0.1], [0.3, -0.1, -0.8], [-0.8, 0.3, -0.5], [-0.2, 0.0, 0.1], [0.2, 0.1, -0.4], [0.0, -0.2, 0.0], [0.1, -0.1, -0.1], [0.2, 0.3, 0.1], [-0.3, 0.4, -0.6], [1.1, 0.4, -0.6], [0.4, -0.2, -1.1], [-1.1, -0.1, 0.7], [-0.5, -1.1, -0.1], [0.6, 0.7, 1.1], [-0.1, -0.2, 0.0], [-0.3, -0.2, -0.1], [0.1, 0.3, 0.2]],
  "homo_ev": [-16.109, -16.109],
  "total_charge": 3,
  "multiplicity": 1
}


The records above yield ΔE to the lowest compared entry with this formula, charge and spin values of 2.673 2.002 0.018 0.000 2.048 0.000 eV, respectively.